Density functional theory data (ωB97M-V with the def2-TZVPD basis set) for a structure of composition C18H20MoN7P.

```
47
Properties=species:S:1:pos:R:3:nbo_charge:R:1
C -5.04 -2.03 -2.80 -0.193
H 0.51 0.52 4.30 0.229
H 4.64 0.20 1.86 0.229
N 0.22 -1.01 2.88 -0.288
H 4.61 1.85 1.20 0.229
C -0.73 3.17 -1.16 -0.041
N 0.24 3.52 0.77 -0.287
C 4.75 0.80 0.97 -0.411
C -4.04 -1.21 -2.31 -0.176
C 2.90 -0.44 -1.89 -0.052
H 5.10 -0.34 -1.56 0.256
H -1.27 3.25 -2.09 0.253
H 2.74 -0.88 -2.86 0.249
N -1.74 -0.85 -1.75 -0.429
C -2.72 -1.68 -2.29 0.041
C -2.40 -2.95 -2.76 -0.194
H -3.17 -4.74 -3.63 0.238
N -0.19 1.99 -0.73 -0.559
C 0.72 4.21 1.98 -0.411
H -6.06 -1.68 -2.82 0.239
N 1.88 -0.06 -1.06 -0.567
H 1.76 -0.76 4.29 0.233
C -0.76 -2.23 1.34 -0.039
C -0.46 4.13 -0.23 -0.036
N 3.78 0.37 -0.04 -0.292
C 0.40 2.22 0.45 0.070
C 0.70 -0.55 4.19 -0.411
H -5.51 -3.93 -3.66 0.239
C 0.40 -0.41 1.68 0.069
H 0.44 3.64 2.86 0.229
C 2.43 0.44 0.04 0.076
H -0.72 5.17 -0.20 0.259
H -4.26 -0.21 -1.94 0.229
C -0.51 -2.15 2.68 -0.030
H 5.74 0.66 0.56 0.248
H 0.23 5.18 2.03 0.248
H -0.79 -2.79 3.49 0.258
P 1.45 1.08 1.44 0.790
H -1.37 -3.29 -2.75 0.222
H 1.79 4.34 1.93 0.232
C -4.72 -3.30 -3.27 -0.154
C 4.08 -0.18 -1.26 -0.031
C -3.41 -3.75 -3.26 -0.193
H 0.15 -1.09 4.95 0.248
H -1.30 -2.97 0.78 0.256
N -0.18 -1.15 0.73 -0.517
Mo -0.32 -0.12 -1.09 1.440
```

Summary:
LUMO (alpha / beta)	-0.241 / -0.245	Eh
orbital gap (alpha / beta)	7.23 / 7.19	eV
charge	+2
HOMO level (alpha / beta)	-13.781 / -13.849	eV
multiplicity	3
energy	-1490.25770	a.u.

=====

Density functional theory data (ωB97M-V with the def2-TZVPD basis set) for the ion C5H14N2 with charge +1.

```
21
Properties=species:S:1:pos:R:3:nbo_charge:R:1
C -1.24 -0.94 1.31 -0.641
C 0.19 0.85 0.13 -0.074
H 1.53 -1.82 -0.68 0.238
H -0.36 -0.29 -1.62 0.199
C 0.22 -0.68 0.76 -0.162
H 0.87 1.01 -1.99 0.181
C -0.14 0.77 -1.44 -0.211
H -1.74 1.61 -1.16 0.349
H -1.67 -0.06 1.80 0.216
H 0.21 -2.78 0.31 0.243
H 1.73 -2.44 1.00 0.260
H -1.92 -1.43 0.59 0.231
N 1.59 1.51 0.26 -0.322
C 0.99 -1.97 0.26 -0.651
H -0.59 1.36 0.86 0.283
H 1.87 1.97 -0.59 0.414
N -1.04 1.81 -1.85 -0.784
H -1.31 -1.74 2.03 0.254
H 0.65 -0.31 1.69 0.212
H 1.54 2.04 1.04 0.384
H -1.39 1.54 -2.71 0.379
```

Summary:
LUMO (alpha / beta)	-0.110 / -0.320	Eh
orbital gap (alpha / beta)	11.17 / 5.44	eV
charge	+1
HOMO level (alpha / beta)	-14.173 / -14.158	eV
multiplicity	2
energy	-307.99804	a.u.
ΔE to the lowest compared entry with this formula, charge and spin	323.9	kJ/mol

=====

Density functional theory data (ωB97M-V with the def2-TZVPD basis set) for a structure of composition C35H44N2O5P2Y.

```
89
Properties=species:S:1:pos:R:3:mulliken_charge:R:1
C -1.76 1.52 1.40 0.611
H -1.57 -4.02 1.86 0.481
H 3.66 -5.78 0.82 0.495
N 1.49 1.82 0.06 1.103
H 4.44 -0.09 -2.64 0.537
H -4.29 0.96 0.66 0.420
H -0.47 -0.18 1.96 0.658
C 3.71 -0.72 -2.14 -0.451
H 1.82 -3.50 -2.91 0.900
H 1.16 2.10 2.81 0.385
C -2.16 1.72 4.16 -0.809
C 2.90 -4.43 -0.66 -0.703
C -3.11 0.60 -2.50 -0.162
H 3.34 -4.14 2.68 0.541
C -2.75 2.64 3.30 -0.832
H 3.03 -5.11 -1.49 0.628
C -2.07 5.03 -2.02 -0.811
H -3.36 3.43 3.70 0.482
H -0.22 -3.19 2.69 0.265
H -0.86 0.01 4.32 0.559
H 2.72 2.29 3.61 0.491
H 2.35 -1.95 2.16 0.518
H 3.52 1.29 -0.02 0.441
Y 0.78 -0.35 -0.36 -0.311
C 1.18 3.08 -0.09 0.099
H -6.40 -0.06 -2.91 0.441
C 2.40 -3.15 -0.89 0.777
C 2.79 0.91 1.96 3.244
O 2.49 0.11 -1.91 -0.234
O -1.00 -1.73 -1.44 -0.267
H 4.08 3.56 0.34 0.338
H 1.08 5.54 -0.96 0.578
H -4.30 0.08 -4.21 0.483
C 3.08 -3.89 1.67 -0.989
H -2.33 1.79 5.23 0.452
H 3.30 3.53 1.93 0.307
H -2.89 5.54 -2.51 0.500
H -4.50 -4.23 -0.67 0.296
H 4.82 1.29 2.59 0.393
C 2.53 -2.66 1.37 -0.675
C 0.15 5.02 -1.14 -1.022
N 2.20 -2.28 0.12 1.308
O -0.58 -2.55 0.75 -0.186
H 2.23 -0.02 1.69 -1.871
C -5.47 0.44 -1.05 -0.842
H 3.13 -1.72 -3.95 0.441
C -2.55 2.54 1.94 -0.192
H -4.59 -2.95 0.57 0.332
H -6.39 0.39 -0.48 0.453
C -4.29 0.27 -3.14 -0.897
C -5.48 0.19 -2.41 -0.629
H -2.06 -2.91 -2.78 0.410
H 0.11 -4.39 1.40 0.214
C 0.00 3.69 -0.74 0.118
H 4.08 -0.93 -1.14 0.150
C -0.56 -3.61 1.75 -0.911
H 1.78 0.85 3.88 0.443
C -1.34 0.72 3.65 -1.071
H -2.20 0.68 -3.10 0.460
O -2.73 -3.27 -0.33 -0.302
C 3.21 3.23 0.89 -0.540
C 3.36 -1.96 -2.91 -1.039
C 2.06 1.58 3.12 -1.929
C -2.24 3.71 -1.61 -0.988
C 4.19 0.44 2.36 -1.646
C -4.28 0.77 -0.41 -0.543
H 4.67 -0.14 1.57 0.425
C -0.88 5.69 -1.79 -0.960
C -1.22 3.02 -0.97 0.588
H -3.19 3.23 -1.79 0.446
H -0.74 6.71 -2.10 0.459
H -3.01 3.27 1.28 0.570
C 3.25 -4.80 0.63 -0.771
P -1.52 1.32 -0.38 1.798
H -4.50 -2.51 -1.17 0.251
H 4.23 -2.62 -2.94 0.413
H 4.16 -0.18 3.26 0.449
C -3.10 0.86 -1.13 0.642
C 2.15 -2.67 -2.29 -0.346
H -0.49 -2.34 -3.35 0.408
H 1.33 -1.95 -2.34 -0.693
P -1.89 -1.97 -0.03 0.569
H 2.40 0.77 -2.60 0.098
C -1.03 -2.75 -2.50 -1.090
C 2.84 1.76 0.69 -0.593
C -4.20 -3.22 -0.40 -0.544
O 2.07 3.95 0.35 -0.418
H -0.58 -3.67 -2.14 0.332
C -1.15 0.63 2.28 0.067
```

Summary:
LUMO	-0.312	Eh
orbital gap	7.88	eV
charge	+3
HOMO level	-16.357	eV
energy	-2566.13768	a.u.
ΔE to the lowest compared entry with this formula, charge and spin	75.8	kJ/mol